[1]
Below is a structure of composition C30H26BF4IN2O2ReS5Si, with properties calculated with ωB97M-V/def2-TZVPD.

CARTESIAN COORDINATES (ANGSTROEM)
1 Re 1.46 -0.50 -0.39
2 C 0.38 3.95 -1.35
3 C 0.15 3.50 0.06
4 N -0.46 4.32 0.88
5 C -0.63 3.97 2.17
6 C -0.13 2.81 2.70
7 C -0.32 2.49 4.17
8 O -0.82 1.18 4.39
9 C 0.53 1.91 1.84
10 C 1.22 0.77 2.40
11 N 1.70 -0.21 1.71
12 C 2.51 -1.15 2.42
13 C 2.02 -1.80 3.54
14 C 2.83 -2.71 4.21
15 C 4.11 -2.96 3.76
16 C 4.61 -2.31 2.64
17 C 3.80 -1.41 1.98
18 I 4.51 -0.39 0.29
19 C 0.62 2.23 0.48
20 O 1.16 1.44 -0.44
21 H -0.20 4.84 -1.54
22 H 1.44 4.17 -1.50
23 H 0.11 3.16 -2.05
24 H -1.17 4.67 2.78
25 H 0.63 2.54 4.70
26 H -0.97 3.25 4.61
27 H -1.70 1.13 4.00
28 H 1.40 0.77 3.46
29 H 1.00 -1.62 3.86
30 H 2.44 -3.23 5.08
31 H 4.74 -3.68 4.27
32 H 5.60 -2.52 2.28
33 C 2.82 2.71 -3.82
34 S 2.81 1.50 -5.17
35 C 1.26 0.72 -4.88
36 C 0.95 -0.14 -3.89
37 S 2.06 -0.71 -2.66
38 S -0.62 -0.89 -4.00
39 C -1.20 -0.04 -5.40
40 S -2.70 -0.24 -6.02
41 S 0.01 1.01 -6.06
42 H 3.81 3.17 -3.85
43 H 2.67 2.23 -2.86
44 H 2.07 3.48 -3.99
45 C -3.36 -4.56 -1.69
46 C -3.56 -3.28 -2.17
47 C -2.83 -2.22 -1.65
48 C -1.88 -2.43 -0.65
49 C -1.71 -3.73 -0.15
50 C -2.44 -4.78 -0.67
51 Si -0.97 -0.99 0.12
52 C -1.99 0.56 -0.17
53 C -2.81 1.04 0.85
54 C -3.66 2.12 0.65
55 C -3.72 2.73 -0.59
56 C -2.92 2.27 -1.63
57 C -2.06 1.20 -1.41
58 H -3.93 -5.39 -2.09
59 H -4.28 -3.09 -2.96
60 H -3.02 -1.23 -2.02
61 H -0.99 -3.92 0.63
62 H -2.29 -5.78 -0.28
63 H -0.96 -1.20 1.60
64 H -2.80 0.55 1.81
65 H -4.29 2.48 1.46
66 H -4.38 3.57 -0.76
67 H -2.97 2.74 -2.60
68 H -1.45 0.86 -2.23
69 F 1.19 -4.64 -0.59
70 B 1.73 -3.91 0.41
71 F 2.98 -4.28 0.80
72 F 0.88 -3.63 1.44
73 F 1.98 -2.46 -0.24

## Properties
**Expectation value of S²**: 3.779
**2S+1**: 4
**Gap between HOMO and LUMO (spin up / spin down)**: 6.728 / 5.923 eV
**ΔE to the lowest compared entry with this formula, charge and spin**: 9.8 kcal/mol



[2]
Below is a cluster of 5 separate species, C30H26FNO12S in total at a distorted geometry, with properties calculated with ωB97M-V/def2-TZVPD.

CARTESIAN COORDINATES (ANGSTROEM)
1 N 2.23 1.27 0.49
2 C 1.68 0.10 -0.20
3 C 0.22 -0.21 0.11
4 C -0.77 0.36 -0.91
5 C -0.52 1.75 -1.47
6 O -0.14 2.09 -2.56
7 O -0.89 2.60 -0.45
8 C -1.84 1.96 0.39
9 C -2.19 0.67 -0.40
10 S -3.07 -0.61 0.45
11 O -4.18 -1.00 -0.36
12 O -2.24 -1.70 0.84
13 F -3.61 0.14 1.71
14 H 1.51 1.89 0.85
15 H 2.79 0.96 1.27
16 H 1.83 0.22 -1.28
17 H 2.26 -0.74 0.12
18 H -0.03 0.05 1.14
19 H 0.11 -1.29 0.07
20 H -0.90 -0.39 -1.69
21 H -1.31 1.71 1.31
22 H -2.71 2.54 0.64
23 H -2.78 1.00 -1.25
24 C -1.32 4.20 -5.80
25 C -0.23 3.66 -5.27
26 C 1.09 3.82 -5.92
27 O 2.09 3.32 -5.45
28 C 1.15 4.60 -7.18
29 C 0.05 5.14 -7.70
30 C -1.27 4.98 -7.05
31 O -2.27 5.48 -7.53
32 H -2.30 4.10 -5.34
33 H -0.25 3.08 -4.35
34 H 2.12 4.71 -7.64
35 H 0.07 5.72 -8.62
36 C 2.99 -2.24 2.61
37 C 3.05 -3.53 2.90
38 C 4.26 -4.13 3.52
39 O 4.32 -5.31 3.78
40 C 5.40 -3.22 3.80
41 C 5.34 -1.92 3.51
42 C 4.13 -1.33 2.90
43 O 4.07 -0.15 2.63
44 H 2.12 -1.79 2.16
45 H 2.23 -4.21 2.70
46 H 6.28 -3.67 4.25
47 H 6.16 -1.24 3.71
48 C 0.41 -5.48 -2.15
49 C 0.68 -4.54 -1.25
50 C 1.72 -3.51 -1.51
51 O 1.97 -2.65 -0.69
52 C 2.45 -3.57 -2.80
53 C 2.18 -4.52 -3.69
54 C 1.14 -5.55 -3.44
55 O 0.89 -6.41 -4.25
56 H -0.35 -6.24 -1.98
57 H 0.16 -4.47 -0.30
58 H 3.20 -2.81 -2.96
59 H 2.70 -4.59 -4.64
60 C -3.47 2.52 6.70
61 C -4.65 2.14 7.19
62 C -5.59 1.33 6.38
63 O -6.67 0.99 6.82
64 C -5.17 0.96 5.01
65 C -4.00 1.34 4.52
66 C -3.05 2.15 5.32
67 O -1.98 2.49 4.88
68 H -2.77 3.12 7.27
69 H -4.97 2.41 8.19
70 H -5.87 0.37 4.43
71 H -3.67 1.08 3.52

## Properties
**2S+1**: 1
**Gap between HOMO and LUMO**: 7.139 eV
**ΔE to the lowest compared entry with this formula, charge and spin**: 0.0 kcal/mol



[3]
Below is a structure of composition C30H26FeN6PS at a distorted geometry, with properties calculated with ωB97M-V/def2-TZVPD.

CARTESIAN COORDINATES (ANGSTROEM)
1 Fe -0.94 -1.36 -1.03
2 N 1.24 -1.11 1.20
3 P 1.24 -1.61 -0.43
4 C 1.45 -3.42 -0.32
5 C 2.58 -4.03 0.21
6 C 2.63 -5.41 0.34
7 C 1.56 -6.19 -0.08
8 C 0.43 -5.59 -0.62
9 C 0.38 -4.21 -0.74
10 C 2.91 -1.07 -0.89
11 C 3.51 -1.68 -1.99
12 C 4.76 -1.28 -2.42
13 C 5.43 -0.27 -1.74
14 C 4.84 0.35 -0.65
15 C 3.57 -0.03 -0.24
16 C 0.06 -1.02 1.90
17 C 0.03 -0.60 3.23
18 C -1.18 -0.56 3.88
19 C -2.33 -0.95 3.21
20 C -2.22 -1.34 1.90
21 N -1.05 -1.36 1.24
22 H 2.10 -1.00 1.71
23 H 3.43 -3.42 0.52
24 H 3.51 -5.88 0.76
25 H 1.60 -7.26 0.03
26 H -0.40 -6.20 -0.95
27 H -0.51 -3.74 -1.18
28 H 2.98 -2.48 -2.51
29 H 5.21 -1.75 -3.28
30 H 6.41 0.04 -2.07
31 H 5.36 1.13 -0.12
32 H 3.09 0.52 0.56
33 H 0.95 -0.31 3.73
34 H -1.23 -0.22 4.91
35 H -3.30 -0.96 3.70
36 H -3.08 -1.66 1.33
37 S -3.11 -1.36 -1.34
38 C -3.34 0.36 -1.07
39 N -4.60 0.78 -1.03
40 N -4.84 2.04 -0.73
41 C -4.30 2.80 0.29
42 C -4.55 4.18 0.30
43 C -4.07 4.96 1.33
44 C -3.35 4.38 2.37
45 C -3.09 3.01 2.35
46 C -3.55 2.22 1.32
47 N -2.29 1.17 -1.03
48 N -1.12 0.62 -1.29
49 C -0.11 1.55 -1.57
50 C -0.11 2.82 -0.99
51 C 0.88 3.73 -1.31
52 C 1.86 3.40 -2.24
53 C 1.82 2.16 -2.87
54 C 0.86 1.24 -2.53
55 H -5.64 2.42 -1.22
56 H -5.12 4.63 -0.51
57 H -4.26 6.02 1.33
58 H -3.00 4.99 3.19
59 H -2.54 2.56 3.17
60 H -3.37 1.16 1.32
61 H -0.91 3.08 -0.30
62 H 0.88 4.70 -0.84
63 H 2.63 4.11 -2.48
64 H 2.55 1.92 -3.64
65 H 0.79 0.29 -3.06

## Properties
**Expectation value of S²**: 6.064
**2S+1**: 5
**Gap between HOMO and LUMO (spin up / spin down)**: 6.068 / 6.214 eV
**Total charge**: +1



[4]
Below is a structure of composition C30H27AuIN4O2S at a distorted geometry, with properties calculated with ωB97M-V/def2-TZVPD.

CARTESIAN COORDINATES (ANGSTROEM)
1 Au 0.31 -0.07 0.09
2 I 2.88 0.25 -0.70
3 C 2.57 2.31 -0.39
4 C 3.64 3.14 -0.37
5 C 3.41 4.53 -0.24
6 C 2.14 5.01 -0.17
7 C 1.01 4.14 -0.20
8 C -0.31 4.64 -0.17
9 C -1.38 3.79 -0.18
10 C -1.18 2.39 -0.19
11 C 0.08 1.91 -0.24
12 C 1.23 2.74 -0.28
13 H 4.64 2.76 -0.48
14 H 4.26 5.20 -0.21
15 H 1.95 6.08 -0.08
16 H -0.46 5.71 -0.13
17 H -2.40 4.18 -0.16
18 H -2.04 1.72 -0.16
19 O -1.61 -0.95 0.36
20 C -2.56 -0.52 1.18
21 C -3.87 -0.44 0.69
22 C -4.95 -0.20 1.52
23 C -4.74 0.02 2.88
24 C -3.46 0.02 3.37
25 C -2.35 -0.23 2.55
26 C -1.00 -0.11 3.10
27 N 0.11 0.06 2.41
28 C 1.14 0.24 3.31
29 C 0.65 0.15 4.57
30 N -0.70 -0.06 4.43
31 H -4.00 -0.64 -0.37
32 H -5.95 -0.17 1.11
33 H -5.58 0.22 3.54
34 H -3.31 0.23 4.43
35 H 2.16 0.40 2.99
36 H 1.13 0.23 5.54
37 H -1.36 -0.20 5.18
38 C -0.45 -7.81 -2.79
39 C 0.40 -6.81 -2.01
40 C -0.44 -5.62 -1.56
41 N 0.39 -4.62 -0.87
42 C 0.15 -3.92 0.22
43 S 1.13 -2.60 0.65
44 N -0.91 -4.24 1.04
45 C -1.39 -5.49 1.51
46 O -2.50 -5.54 1.96
47 C -0.47 -6.66 1.47
48 C 0.90 -6.53 1.71
49 C 1.70 -7.66 1.75
50 C 1.15 -8.92 1.55
51 C -0.22 -9.05 1.33
52 C -1.03 -7.93 1.30
53 H 0.17 -8.64 -3.14
54 H -0.91 -7.35 -3.67
55 H -1.24 -8.22 -2.16
56 H 1.22 -6.44 -2.65
57 H 0.84 -7.28 -1.14
58 H -1.24 -5.95 -0.91
59 H -0.90 -5.14 -2.43
60 H 1.24 -4.35 -1.34
61 H -1.35 -3.45 1.48
62 H 1.34 -5.56 1.90
63 H 2.77 -7.56 1.94
64 H 1.78 -9.80 1.57
65 H -0.65 -10.03 1.19
66 H -2.10 -8.01 1.15

## Properties
**2S+1**: 1
**Gap between HOMO and LUMO (spin up / spin down)**: 5.507 / 5.506 eV
**ΔE to the lowest compared entry with this formula, charge and spin**: 20.6 kcal/mol
**Total charge**: +1